(1)
DFT (ωB97M-V with the def2-TZVPD basis set) results for a 3-piece molecular cluster, C15H36N2O10P2 overall in a non-equilibrium geometry.

Computed properties:
charge: 0
orbital gap: 8.08 eV
highest occupied orbital energy: -8.1443 eV
ΔE to the lowest compared entry with this formula, charge and spin: 0.0 kJ/mol
SMILES: O=C1OC[C@@H](PP(=O)(O)O)O1.COCCNCCOC.COCCNCCOC

```
65
Properties=species:S:1:pos:R:3:forces:R:3:nbo_charge:R:1
O 10.223304 1.332427 -0.376411 -4.7579 2.9222 -3.8512 -0.524
C 9.366703 1.891218 -1.116951 2.6325 -1.5206 1.4150 0.957
O 9.701199 2.630220 -2.329322 -1.5002 -1.1543 2.0302 -0.507
C 8.395686 2.828052 -2.989255 -0.4832 -1.2609 0.2574 -0.113
C 7.545313 3.098990 -1.660051 1.6313 0.1688 -1.0450 -0.186
P 5.730135 3.621895 -1.801453 -0.0221 0.7932 0.2921 0.163
P 4.357029 1.953512 -1.538070 -2.6864 -3.1770 2.8506 1.956
O 4.202156 1.513291 -0.063394 1.2892 1.3436 -4.1967 -1.037
O 4.720750 0.631007 -2.566022 -1.6817 2.7087 0.8046 -0.953
O 2.792712 2.551139 -2.002355 3.2222 0.4201 -0.0085 -0.956
O 7.918556 1.901332 -0.927836 2.6442 0.5431 -0.3748 -0.501
H 8.334928 3.555011 -3.868479 0.6911 -0.5770 1.7234 0.227
H 8.206574 1.764828 -3.415895 -0.5189 1.8781 0.6453 0.210
H 8.088928 3.926087 -1.049904 -1.2451 -0.7659 -1.3939 0.229
H 5.542440 4.029746 -3.185104 0.4211 -0.8656 0.5841 0.029
H 4.035733 0.635153 -3.275840 0.6219 -0.1910 0.4766 0.506
H 2.817233 3.530619 -1.819207 -0.2588 -1.2751 -0.1951 0.501
C 3.555214 -1.059998 2.282606 0.0710 0.0686 0.2272 -0.251
O 2.816718 -0.272046 3.206121 0.0577 -0.0546 -0.3637 -0.560
C 2.060824 0.765786 2.580903 -0.4138 0.1084 0.3026 -0.078
C 0.561263 0.481536 2.701273 0.4618 -0.3395 -0.2892 -0.240
N 0.166375 -0.651963 1.860349 -0.0641 0.1776 0.2527 -0.626
C -1.192438 -1.130598 2.125156 0.3372 -0.1019 0.1232 -0.254
C -1.471488 -1.727275 3.514030 -0.3272 -0.1847 -0.3866 -0.086
O -0.788778 -2.953033 3.765657 0.0068 0.4316 0.1832 -0.551
C 0.531798 -2.801991 4.264949 -0.1083 -0.3999 -0.0841 -0.246
H 4.208699 -1.725113 2.850730 -0.1128 0.0746 0.0692 0.185
H 2.886981 -1.674254 1.672545 0.0589 -0.0075 -0.1815 0.153
H 4.175800 -0.431575 1.638466 -0.0886 -0.0463 -0.0765 0.196
H 2.356181 0.921727 1.537592 -0.0049 -0.1818 0.0937 0.202
H 2.283024 1.688070 3.126797 -0.0183 0.0070 -0.0316 0.177
H 0.000522 1.370008 2.393269 -0.0197 -0.0495 -0.0083 0.188
H 0.345987 0.285364 3.756793 0.0111 0.1939 0.1468 0.163
H 0.810956 -1.418009 2.021387 -0.0175 0.1280 -0.0364 0.350
H -1.395930 -1.906321 1.380529 -0.0283 0.0354 0.1203 0.190
H -1.899941 -0.318379 1.933725 0.0797 -0.0698 0.0696 0.215
H -2.538465 -1.973237 3.548741 0.0543 -0.0268 -0.0170 0.186
H -1.304164 -1.010614 4.325188 0.2035 -0.0110 -0.0117 0.163
H 0.647236 -1.904452 4.878464 0.0065 0.0423 -0.1311 0.175
H 1.248417 -2.797985 3.441102 0.1722 0.1803 0.1142 0.161
H 0.757371 -3.672781 4.885610 -0.0951 0.0404 -0.0256 0.184
C -6.684275 1.280431 -3.072986 -0.1456 -0.0537 0.2906 -0.246
O -7.233292 0.209950 -2.318416 0.2008 0.1180 -0.4369 -0.556
C -7.065376 -1.063451 -2.942688 -0.0650 -0.3831 0.5018 -0.071
C -6.089091 -1.927918 -2.141083 0.1313 0.5327 -0.3072 -0.242
N -4.718749 -1.418936 -2.247096 -0.2613 -0.2124 0.1181 -0.626
C -3.788116 -2.045311 -1.305555 0.0380 0.3916 0.0105 -0.250
C -4.036732 -1.811680 0.193383 0.4523 -0.1586 -0.0777 -0.087
O -3.842641 -0.461873 0.608317 -0.5141 -0.3155 -0.1241 -0.552
C -4.979212 0.373457 0.445382 0.3334 0.2028 0.1409 -0.244
H -6.983346 2.217520 -2.599717 -0.0260 -0.1336 0.0327 0.193
H -5.591972 1.232767 -3.079803 0.0547 0.0511 -0.1905 0.160
H -7.064365 1.273671 -4.098369 0.0811 0.0049 -0.0303 0.171
H -6.753012 -0.973102 -3.989183 0.1160 0.1118 0.1361 0.178
H -8.045899 -1.549273 -2.932780 0.0343 -0.0110 -0.0198 0.184
H -6.121675 -2.954074 -2.520886 0.0349 0.0309 0.0238 0.193
H -6.430281 -1.933236 -1.100927 -0.2216 -0.1157 0.0203 0.169
H -4.726635 -0.420613 -2.070144 -0.0027 -0.1137 -0.0437 0.351
H -2.795171 -1.651128 -1.545304 -0.0138 -0.0835 0.1331 0.207
H -3.754510 -3.122438 -1.501372 -0.0929 0.0295 0.0479 0.192
H -3.288226 -2.396508 0.737063 -0.0789 0.0524 -0.0517 0.193
H -5.009387 -2.189115 0.526591 -0.1076 0.1629 -0.0826 0.165
H -5.919714 -0.171128 0.564471 0.0436 -0.0218 -0.1169 0.175
H -4.944793 0.871891 -0.525648 -0.2570 0.0035 -0.0448 0.159
H -4.935070 1.152707 1.210316 0.0444 -0.0946 -0.0032 0.188
```
Forces are in eV/Å.

(2)
DFT (ωB97M-V with the def2-TZVPD basis set) results for one molecule with the formula C3H6N2O in a non-equilibrium geometry.

Computed properties:
charge: 0
orbital gap: 9.53 eV
highest occupied orbital energy: -9.1770 eV
ΔE to the lowest compared entry with this formula, charge and spin: 380.7 kJ/mol
SMILES: N#C[C@@H](N)CO

```
12
Properties=species:S:1:pos:R:3:forces:R:3:nbo_charge:R:1
N 2.832930 -0.903630 -1.109674 -1.4682 0.2094 0.8638 -0.300
C 1.846975 -0.725934 -0.521621 0.2564 0.3007 -0.5180 0.270
C 0.588373 -0.463578 0.254449 -0.9605 0.5421 0.2736 -0.205
N 0.502159 0.838200 0.923440 -0.0791 0.7530 0.7027 -0.875
C -0.668650 -0.270242 -0.594228 -1.8930 0.4351 0.2946 -0.015
O -1.818689 0.732120 0.212385 0.8533 -1.5633 -1.1448 -0.783
H 0.503033 -1.310492 0.956093 -0.1121 0.3609 -0.1025 0.224
H 1.037910 1.481927 0.338557 -0.2340 0.1617 0.4303 0.351
H -0.686234 1.088417 0.860603 3.5885 -0.0505 0.3019 0.430
H -0.429248 0.329036 -1.479159 -0.4948 -0.1697 0.3259 0.217
H -1.341142 -1.085882 -0.740894 -0.0748 -0.6957 -0.5720 0.198
H -2.367414 0.290062 0.900052 0.6184 -0.2837 -0.8555 0.487
```
Forces are in eV/Å.

(3)
DFT (ωB97M-V with the def2-TZVPD basis set) results for a 2-piece molecular cluster, H4O2 overall in a non-equilibrium geometry.

Computed properties:
charge: 0
orbital gap: 11.63 eV
highest occupied orbital energy: -10.9674 eV
ΔE to the lowest compared entry with this formula, charge and spin: 18.2 kJ/mol
SMILES: O.O

```
6
Properties=species:S:1:pos:R:3:forces:R:3:nbo_charge:R:1
O 1.638358 0.129884 -0.237901 -0.2077 -1.4951 1.4621 -0.948
H 2.130256 -0.613751 0.199522 -0.3339 1.1270 -0.7620 0.460
H 0.739130 -0.039340 0.134971 0.7146 0.2529 -0.7829 0.480
O -1.191360 -0.013095 -0.227044 -0.7575 0.8976 0.7505 -0.946
H -2.101196 -0.326115 -0.088883 0.4593 -0.1109 -0.1436 0.480
H -1.215187 0.862415 0.219333 0.1253 -0.6715 -0.5240 0.475
```
Forces are in eV/Å.